Molecular formula: C29H23BiF6N4O9PS3
Method: DFT, ωB97M-V/def2-TZVPD

highest occupied orbital energy (alpha / beta): -9.7 / -9.7 eV
multiplicity: 2
E_tot: -118777.533 eV
ΔE to the lowest compared entry with this formula, charge and spin: 1.0 kcal per mole

CARTESIAN COORDINATES (ANGSTROEM)
Bi -1.354 0.893 0.873
C -1.804 2.315 -3.203
C -2.495 2.494 -1.880
C -2.127 3.521 -1.014
C -2.817 3.743 0.176
C -3.890 2.929 0.517
C -4.254 1.884 -0.327
C -3.558 1.667 -1.507
H -0.832 2.810 -3.214
H -2.409 2.754 -3.998
H -1.660 1.263 -3.447
H -1.293 4.161 -1.275
H -2.512 4.549 0.831
H -4.434 3.099 1.437
H -5.065 1.223 -0.054
H -3.845 0.842 -2.149
O 2.586 -0.793 2.227
S 1.304 -1.160 1.701
O 1.272 -2.100 0.613
O 0.580 0.120 1.298
C 0.297 -1.835 3.007
C 0.206 -3.219 2.997
C -0.509 -3.887 3.979
C -1.143 -3.170 4.975
C -1.073 -1.785 4.984
C -0.358 -1.105 4.008
S -0.434 0.679 4.139
O 0.862 1.237 3.879
O -1.053 0.983 5.392
O -1.421 1.059 3.020
H 0.691 -3.763 2.200
H -0.574 -4.966 3.952
H -1.711 -3.679 5.742
H -1.579 -1.211 5.745
N 0.347 2.744 0.942
C 1.188 3.156 1.607
C 2.289 3.629 2.383
C 3.256 2.704 2.778
C 4.327 3.149 3.533
C 4.421 4.488 3.887
C 3.450 5.400 3.492
C 2.374 4.974 2.735
H 3.142 1.658 2.520
H 5.081 2.445 3.856
H 5.258 4.827 4.484
H 3.530 6.440 3.778
H 1.605 5.667 2.421
F -1.849 -1.388 0.924
P -3.527 -1.812 1.178
F -3.174 -3.274 0.692
F -3.686 -0.224 1.616
F -5.062 -2.085 1.389
F -3.749 -1.339 -0.349
F -3.141 -2.160 2.677
O 1.447 -5.689 -7.811
S 0.717 -4.470 -7.668
O -0.555 -4.494 -7.020
O 1.043 -3.359 -8.514
C 1.902 -3.619 -5.967
N 3.152 -3.893 -6.039
C 3.860 -3.342 -5.040
C 3.249 -2.560 -4.074
C 1.875 -2.357 -4.164
N 1.180 -2.927 -5.166
C 1.107 -1.550 -3.192
C -0.209 -1.884 -2.911
C -0.890 -1.147 -1.961
N -0.340 -0.113 -1.325
C 0.919 0.222 -1.611
C 1.679 -0.467 -2.535
H 4.924 -3.543 -5.028
H 3.822 -2.141 -3.260
H -0.686 -2.717 -3.408
H -1.906 -1.399 -1.683
H 1.341 1.054 -1.061
H 2.696 -0.156 -2.730